2 unconnected molecules or ions with the total composition C11H19I2N3O6P2S at a distorted geometry, computed with the ωB97M-V functional and the def2-TZVPD basis.

Values from the calculation:
Orbital gap in eV: 4.690
HOMO in eV: -6.9
DFT total energy in eV: -74079.1900
ΔE to the lowest compared entry with this formula, charge and spin in kJ/mol: 0.0

```
! wB97M-V def2-TZVPD RIJCOSX def2/J DEFGRID3
* xyz 0 1
C 2.679 -0.680 3.889
C 2.018 0.688 3.574
N 2.042 1.071 2.156
C 0.800 1.064 1.482
C -0.217 1.794 2.046
C -1.461 1.854 1.451
C -1.652 1.197 0.231
P -3.360 1.401 -0.436
O -3.322 2.569 -1.565
O -4.263 2.057 0.774
S -4.247 -0.178 -1.002
C -0.586 0.500 -0.339
P -0.782 -0.320 -2.039
C -1.538 -1.988 -1.653
O -1.779 0.561 -2.944
N 0.630 0.421 0.304
C 1.683 -0.337 -0.408
I 2.435 1.043 -1.929
C 2.919 -0.916 0.376
C 3.397 -2.256 -0.278
I 4.643 0.405 0.229
H 2.183 -1.475 3.316
H 3.764 -0.667 3.765
H 2.422 -0.891 4.937
H 1.036 0.673 4.064
H 2.626 1.428 4.116
H 2.488 1.970 2.014
H -0.060 2.327 2.978
H -2.253 2.410 1.945
H -3.499 3.431 -1.161
H -4.109 3.014 0.814
H -2.238 -2.272 -2.449
H -0.712 -2.701 -1.522
H -2.037 -1.923 -0.679
H -2.508 -0.047 -3.217
H 1.294 -1.216 -0.922
H 2.698 -1.145 1.413
H 2.592 -2.756 -0.834
H 4.179 -2.013 -1.004
H 3.785 -2.948 0.474
N -2.917 -1.287 -5.504
O -2.889 -0.271 -6.207
O -3.540 -1.267 -4.395
O -2.343 -2.326 -5.861
*
```

Löwdin population analysis, charges in e, atoms 1 to 8:
1. C -0.084
2. C -0.239
3. N -0.026
4. C -0.225
5. C 0.018
6. C -0.018
7. C -0.228
8. P 0.233